No. 1
# C5H8N2O2

A single C5H8N2O2 molecule (wB97M-V/def2-TZVPD, the Open Molecules 2025 dataset).

SMILES	CC(=O)[C@@](N)(O)C=C=N
E	-12388.5499	eV
charge	0
energy relative to the best compared isomer or geometry (same formula, charge and spin)	2.386	eV
HOMO energy	-9.150	eV

Each line ends with the natural charge from an NBO analysis.
Positions of all 17 atoms, in Å:
C1 1.53 0.12 -1.30  -0.73
C2 0.99 0.29 0.09  0.58
O1 1.64 0.14 1.09  -0.54
C3 -0.50 0.67 0.18  0.28
N1 -0.81 1.40 1.40  -0.84
O2 -0.86 1.47 -0.92  -0.72
C4 -1.29 -0.63 0.20  -0.47
C5 -0.75 -1.81 0.18  0.44
N2 -0.24 -2.88 -0.06  -0.62
H1 2.56 -0.23 -1.27  0.23
H2 1.47 1.08 -1.82  0.25
H3 0.90 -0.59 -1.84  0.25
H4 -0.12 2.13 1.55  0.37
H5 -0.76 0.78 2.20  0.38
H6 -1.55 2.06 -0.62  0.49
H7 -2.36 -0.51 0.29  0.26
H8 0.13 -3.49 0.66  0.39



No. 2
# C5H8N2O2

A single C5H8N2O2 molecule in a non-equilibrium geometry (wB97M-V/def2-TZVPD, the Open Molecules 2025 dataset).

E	-12387.3264	eV
charge	0
energy relative to the best compared isomer or geometry (same formula, charge and spin)	3.609	eV
HOMO energy (spin up / spin down)	-7.499 / -6.844	eV

Each line ends with the natural charge from an NBO analysis.
Positions of all 17 atoms, in Å:
C1 0.44 0.54 1.76  0.05
C2 0.63 -1.69 -0.75  -0.69
C3 -0.69 0.73 0.99  0.42
C4 0.61 -0.20 -0.95  0.46
C5 -1.56 0.70 -1.20  -0.09
O1 0.38 0.83 3.08  -0.65
N1 -0.56 0.42 -0.41  -0.36
N2 1.43 0.54 -1.53  -0.58
O2 -1.77 1.17 1.40  -0.73
H1 -0.53 1.14 3.24  0.50
H2 1.41 0.24 1.40  0.18
H3 2.24 0.06 -1.92  0.35
H4 0.58 -1.94 0.31  0.25
H5 1.53 -2.11 -1.18  0.23
H6 -0.24 -2.12 -1.24  0.24
H7 -1.49 0.52 -2.25  0.20
H8 -2.42 1.17 -0.74  0.24



No. 3
# C5H8N2O2

A single C5H8N2O2 molecule in a non-equilibrium geometry (wB97M-V/def2-TZVPD, the Open Molecules 2025 dataset).

E	-12385.4188	eV
charge	0
energy relative to the best compared isomer or geometry (same formula, charge and spin)	5.517	eV
HOMO energy (spin up / spin down)	-6.939 / -6.938	eV

Each line ends with the natural charge from an NBO analysis.
Positions of all 17 atoms, in Å:
C1 -0.39 0.44 0.13  0.26
C2 1.46 1.23 -0.48  0.28
C3 1.29 -1.01 0.17  0.87
C4 -1.81 0.89 -0.19  -0.72
C5 -0.84 -2.05 0.06  -0.44
N1 -0.04 -0.80 0.36  -0.44
N2 1.85 2.26 0.26  -0.85
O1 1.75 -2.13 0.07  -0.61
O2 2.01 0.07 -0.03  -0.51
H1 -1.83 1.93 -0.35  0.23
H2 -2.54 0.55 0.61  0.24
H3 -2.16 0.43 -1.09  0.23
H4 -0.85 -2.10 -0.99  0.21
H5 -0.26 -2.93 0.38  0.26
H6 -1.79 -2.18 0.43  0.21
H7 2.57 2.31 0.96  0.39
H8 1.58 3.11 -0.31  0.40



No. 4
# C5H8N2O2Se

A molecular structure, C5H8N2O2Se in a non-equilibrium geometry (wB97M-V/def2-TZVPD, the Open Molecules 2025 dataset).

E	-77735.0363	eV
charge	0
energy relative to the best compared isomer or geometry (same formula, charge and spin)	0.901	eV
HOMO energy	-8.074	eV

Each line ends with the natural charge from an NBO analysis.
Positions of all 18 atoms, in Å:
C1 -1.28 -0.62 2.33  0.67
C2 0.18 1.11 1.85  0.81
C3 -0.91 -0.77 0.86  -0.31
C4 1.09 -0.58 -3.34  -0.79
C5 0.06 0.94 -0.63  -0.12
N1 -0.53 0.38 2.86  -0.65
N2 -0.23 0.52 0.60  -0.47
O1 -1.84 -1.42 3.00  -0.55
O2 0.92 2.01 1.95  -0.55
Se1 1.68 -0.80 -1.45  -0.10
H1 -0.07 -1.53 0.90  0.25
H2 -1.63 -1.08 0.15  0.24
H3 1.78 -1.13 -3.98  0.24
H4 -0.03 -0.68 -3.33  0.21
H5 1.29 0.52 -3.65  0.21
H6 0.65 1.82 -0.54  0.24
H7 -0.69 0.66 -1.43  0.22
H8 -0.44 0.65 3.84  0.44



No. 5
# C5H8N2O3

A single C5H8N2O3 molecule in a non-equilibrium geometry (wB97M-V/def2-TZVPD, the Open Molecules 2025 dataset).

SMILES	CC(C)(C#[N+][O-])C(=O)NO
E	-14432.5757	eV
charge	0
energy relative to the best compared isomer or geometry (same formula, charge and spin)	5.169	eV
HOMO energy	-9.473	eV

Each line ends with the natural charge from an NBO analysis.
Positions of all 18 atoms, in Å:
C1 -0.08 0.86 1.58  -0.60
C2 0.11 -0.08 0.42  -0.17
C3 1.51 -0.68 0.39  -0.58
C4 -0.92 -1.20 0.51  0.17
N1 -1.82 -1.83 0.92  0.19
O1 -2.67 -2.65 1.24  -0.42
C5 -0.36 0.63 -0.88  0.63
O2 -1.05 1.63 -0.98  -0.64
N2 0.20 0.24 -2.09  -0.31
O3 -0.09 1.04 -3.17  -0.54
H1 -1.01 1.51 1.47  0.26
H2 0.80 1.48 1.60  0.22
H3 -0.05 0.29 2.64  0.23
H4 1.54 -1.17 1.43  0.23
H5 2.19 0.09 0.36  0.22
H6 1.71 -1.37 -0.36  0.22
H7 0.74 -0.54 -2.28  0.39
H8 -0.73 1.73 -2.81  0.51



No. 6
# C5H8N2S

A single C5H8N2S molecule in a non-equilibrium geometry (wB97M-V/def2-TZVPD, the Open Molecules 2025 dataset).

SMILES	CC/C=N\N=C\C=S
E	-19127.5748	eV
charge	0
energy relative to the best compared isomer or geometry (same formula, charge and spin)	2.847	eV
HOMO energy	-8.997	eV

Each line ends with the natural charge from an NBO analysis.
Positions of all 16 atoms, in Å:
C1 0.38 -0.94 -1.68  -0.60
C2 1.42 -0.52 -0.66  -0.50
C3 1.33 0.94 -0.56  0.12
N1 0.64 1.59 0.32  -0.24
N2 0.00 0.84 1.26  -0.20
C4 -1.29 0.69 1.15  -0.03
C5 -1.94 0.02 2.27  -0.28
S1 -3.56 -0.22 2.41  0.05
H1 0.39 -2.04 -1.86  0.22
H2 -0.70 -0.54 -1.47  0.22
H3 0.64 -0.42 -2.63  0.21
H4 2.42 -0.75 -0.92  0.22
H5 1.31 -0.91 0.35  0.23
H6 1.96 1.55 -1.20  0.19
H7 -1.85 1.14 0.33  0.19
H8 -1.18 -0.41 2.89  0.21



Number 1: M 128.1 g mol⁻¹. Number 2: M 128.1 g mol⁻¹. Number 3: M 128.1 g mol⁻¹. Number 4: M 207.1 g mol⁻¹. Number 5: M 144.1 g mol⁻¹. Number 6: M 128.2 g mol⁻¹.